No. 1
Computed, not measured: C22H30N4OS in the gas phase, with the ωB97M-V functional and the def2-TZVPD basis.

Structure (XYZ):
```
58
Properties=species:S:1:pos:R:3:mulliken_charge:R:1
C -5.188 -2.339 -2.104 -1.5011
C -4.144 -1.850 -1.103 -0.1184
C -4.622 -0.736 -0.214 0.9858
C -5.937 -0.686 0.233 -0.5926
C -6.406 0.364 1.000 -0.7213
C -5.559 1.408 1.332 -0.6923
C -4.243 1.369 0.921 -0.7237
C -3.762 0.297 0.174 -0.0425
N -2.415 0.333 -0.230 0.3082
C -1.495 -0.619 0.090 0.5075
S -1.819 -1.868 1.128 -0.3545
N -0.277 -0.493 -0.502 0.2708
C 0.844 -1.259 -0.004 -1.5028
C 1.406 -0.700 1.306 -0.0426
C 2.729 -1.379 1.651 -1.4184
N 3.740 -1.103 0.642 0.6202
C 4.763 -2.132 0.561 -0.6663
C 5.694 -1.814 -0.610 -0.6785
O 6.299 -0.550 -0.464 -0.4145
C 5.319 0.452 -0.347 -0.7196
C 4.386 0.185 0.833 -0.6888
C -0.014 0.530 -1.494 -1.6048
C 0.367 1.849 -0.866 0.7823
C 1.683 2.297 -0.839 -0.4357
C 1.968 3.490 -0.195 -0.2367
C 0.933 4.197 0.398 -0.6994
C -0.348 3.674 0.311 -0.3578
N -0.622 2.537 -0.304 -0.5409
H -5.992 -2.880 -1.611 0.3259
H -4.723 -3.015 -2.818 0.4280
H -5.617 -1.501 -2.650 0.3655
H -3.264 -1.506 -1.652 0.2065
H -3.820 -2.688 -0.478 0.2903
H -6.614 -1.484 -0.028 0.2666
H -7.434 0.373 1.331 0.3859
H -5.920 2.242 1.917 0.3846
H -3.563 2.168 1.183 0.4524
H -2.032 1.275 -0.341 0.4222
H 1.632 -1.261 -0.758 0.3938
H 0.507 -2.286 0.161 0.3999
H 1.546 0.379 1.213 0.1173
H 0.689 -0.878 2.108 0.5626
H 3.061 -1.062 2.653 0.3927
H 2.563 -2.458 1.679 0.4926
H 4.284 -3.097 0.389 0.4144
H 5.358 -2.189 1.490 0.3251
H 6.509 -2.538 -0.664 0.3559
H 5.115 -1.843 -1.546 0.3190
H 5.857 1.393 -0.213 0.3606
H 4.726 0.498 -1.275 0.3372
H 3.628 0.967 0.886 0.3587
H 4.975 0.203 1.768 0.3129
H -0.911 0.662 -2.108 0.4323
H 0.799 0.178 -2.133 0.4878
H 2.464 1.721 -1.309 0.3979
H 2.982 3.861 -0.155 0.4611
H 1.112 5.128 0.911 0.3962
H -1.196 4.183 0.749 0.4325
```

Calculated values
Gap between HOMO and LUMO (eV): 8.1562
LUMO energy (eV): 0.4096
Net charge: 0

No. 2
Computed, not measured: C5H7N5 in the gas phase at a distorted geometry, with the ωB97M-V functional and the def2-TZVPD basis.

Structure (XYZ):
```
17
Properties=species:S:1:pos:R:3:mulliken_charge:R:1
C -0.134 1.065 2.976 -0.7953
N 0.125 1.093 1.552 -0.2569
C -0.210 0.199 0.612 0.1152
N -1.028 -0.842 0.669 -0.7772
N -1.047 -1.575 -0.438 0.0209
C -0.261 -0.934 -1.338 -0.1408
N 0.139 -1.025 -2.607 -0.0581
C 1.039 0.033 -2.780 -0.4312
N 1.250 0.711 -1.685 -0.7116
C 0.393 0.212 -0.813 0.9677
H -1.085 1.317 3.258 0.2760
H -0.021 -0.055 3.424 0.2464
H 0.634 1.615 3.537 0.3211
H 0.973 1.516 1.297 0.2619
H -1.884 -2.067 -0.695 0.2635
H -0.320 -1.589 -3.294 0.2043
H 1.435 0.325 -3.673 0.4939
```

Calculated values
Gap between HOMO and LUMO (eV): 8.3173
LUMO energy (eV): 0.7514
Net charge: 0

No. 3
Computed, not measured: 2 unconnected molecules or ions with the total composition C3H10N2 at a distorted geometry, with the ωB97M-V functional and the def2-TZVPD basis.

Structure (XYZ):
```
15
Properties=species:S:1:pos:R:3:mulliken_charge:R:1
C -0.035 2.916 -0.817 -0.3684
N 0.920 2.484 -0.097 -0.3794
C 1.560 1.189 -0.520 -0.6205
H 0.131 3.797 -1.441 0.2598
H -0.927 2.270 -0.946 0.3223
H 1.492 0.490 0.315 0.1704
H 0.822 0.765 -1.210 0.3353
H 2.559 1.366 -0.892 0.2801
C -0.714 -2.687 0.788 -0.7420
N -1.295 -1.372 0.437 -0.5501
H 0.265 -2.854 0.330 0.2984
H -0.677 -2.955 1.843 0.2653
H -1.308 -3.430 0.262 0.2975
H -2.066 -1.354 1.108 0.2420
H -0.724 -0.627 0.840 0.1893
```

Calculated values
Gap between HOMO and LUMO (eV): 8.6358
LUMO energy (eV): 0.4124
Net charge: 0

No. 4
Computed, not measured: a molecular structure, C28H17Co2FO10S2 at a distorted geometry, with the ωB97M-V functional and the def2-TZVPD basis.

Structure (XYZ):
```
60
Properties=species:S:1:pos:R:3:mulliken_charge:R:1
F -1.212 0.765 0.778 -0.2451
C -0.437 -0.105 0.126 0.1848
S 0.948 -0.662 1.222 1.2566
C 1.445 -2.395 1.425 0.1228
C 1.875 -3.173 0.348 -0.1925
C 2.327 -4.480 0.556 -0.8500
C 2.390 -4.995 1.856 -0.3604
C 1.977 -4.212 2.939 -0.5920
C 1.509 -2.913 2.721 -0.4410
O 2.148 -0.015 0.711 -0.7098
O 0.457 -0.281 2.549 -0.7702
S -1.545 -1.448 -0.438 1.1609
C -2.838 -1.777 0.753 0.1600
C -2.759 -2.879 1.612 -0.2448
C -3.844 -3.194 2.438 -0.6234
C -4.997 -2.408 2.421 -0.3480
C -5.060 -1.296 1.577 -0.5807
C -3.982 -0.975 0.749 -0.4073
O -2.192 -0.997 -1.640 -0.6790
O -0.756 -2.674 -0.413 -0.6182
H 1.863 -2.771 -0.662 0.3368
H 2.629 -5.091 -0.304 0.3736
H 2.756 -6.011 2.018 0.3295
H 2.022 -4.613 3.955 0.3531
H 1.191 -2.289 3.552 0.4598
H -1.854 -3.485 1.633 0.3901
H -3.788 -4.063 3.094 0.3515
H -5.848 -2.662 3.057 0.3396
H -5.955 -0.674 1.556 0.3472
H -4.014 -0.105 0.095 0.3505
O 1.280 1.149 -7.229 -0.4191
C 1.322 1.472 -6.124 0.4064
Co 1.207 1.999 -4.454 -0.1572
C 0.820 3.557 -5.168 0.2085
O 0.607 4.590 -5.643 -0.4257
C -0.321 1.099 -4.121 0.2875
O -1.366 0.651 -3.956 -0.3327
C 1.544 2.896 -2.819 -0.4493
C 0.908 2.509 -1.632 -0.2764
C -0.129 2.886 -0.845 -0.3925
C 0.055 3.320 0.512 1.0720
C -0.776 4.338 1.042 -0.9314
C -0.828 4.557 2.412 -0.2013
C -0.065 3.773 3.286 -0.7210
C 0.847 2.860 2.756 -0.2334
C 0.982 2.709 1.384 -0.2899
Co 2.057 1.270 -2.274 0.1504
C 2.523 0.689 -4.045 0.7192
O 3.319 -0.060 -4.470 -0.6407
C 1.300 -0.322 -2.086 0.5185
O 0.969 -1.420 -2.217 -0.5987
C 3.541 1.029 -1.348 0.0597
O 4.596 0.898 -0.905 -0.4673
H 2.074 3.854 -2.900 0.6505
H -1.084 3.129 -1.336 0.0753
H -1.388 4.921 0.345 0.3072
H -1.488 5.329 2.805 0.3269
H -0.182 3.856 4.367 0.3107
H 1.451 2.251 3.414 0.3499
H 1.770 2.091 0.966 0.2396
```

Calculated values
Gap between HOMO and LUMO (eV): 4.7322
LUMO energy (eV): 4.4078
Net charge: -2

No. 5
Computed, not measured: C4H6N2 in the gas phase at a distorted geometry, with the ωB97M-V functional and the def2-TZVPD basis.

Structure (XYZ):
```
12
Properties=species:S:1:pos:R:3:mulliken_charge:R:1
C -1.594 -0.281 0.077 -1.2379
C -0.139 0.059 0.163 0.2901
C 0.903 -0.741 -0.373 -0.0587
N 2.108 -0.279 -0.453 -0.5826
N 1.408 1.834 0.934 -0.4711
C 0.322 1.330 0.605 0.1694
H -1.982 -0.326 -0.947 0.2910
H -1.752 -1.266 0.533 0.3510
H -2.199 0.435 0.645 0.3644
H 0.622 -1.753 -0.690 0.3765
H 2.762 -1.025 -0.702 0.2486
H -0.458 2.014 0.209 0.2591
```

Calculated values
Gap between HOMO and LUMO (spin up / spin down) (eV): 7.7152 / 8.4158
LUMO energy (spin up / spin down) (eV): -1.2223 / -0.0143
Net charge: 0

No. 6
Computed, not measured: 12 unconnected molecules or ions with the total composition H24O12 at a distorted geometry, with the ωB97M-V functional and the def2-TZVPD basis.

Structure (XYZ):
```
36
Properties=species:S:1:pos:R:3:mulliken_charge:R:1
O 0.966 3.150 -0.368 -0.6012
H 1.438 3.959 -0.456 0.2736
H 1.277 2.612 -1.059 0.2725
O -0.768 -2.069 -2.319 -0.6364
H -0.454 -1.409 -2.933 0.3013
H -0.052 -2.182 -1.702 0.2843
O 0.019 -0.073 0.619 -0.3162
H -0.278 0.356 -0.224 0.1109
H 0.956 0.148 0.590 0.3269
O 1.960 -0.946 2.828 -0.6624
H 2.142 -0.262 2.190 0.3548
H 2.486 -0.682 3.588 0.2937
O -1.731 -1.198 2.379 -0.5907
H -1.112 -0.909 1.712 0.4243
H -1.391 -2.046 2.664 0.3175
O 0.535 -3.124 1.686 -0.5966
H 0.208 -3.639 2.470 0.3142
H 0.831 -2.284 2.032 0.2924
O -2.950 0.832 0.893 -0.6354
H -2.578 1.596 0.504 0.3556
H -2.833 0.100 0.281 0.3072
O 2.703 0.533 0.647 -0.6470
H 3.051 1.342 0.249 0.2348
H 3.380 -0.132 0.711 0.2829
O -1.858 3.541 -0.005 -0.6915
H -2.493 3.538 -0.698 0.3081
H -1.064 3.074 -0.287 0.4003
O 2.606 -0.666 -2.443 -0.6141
H 3.580 -0.592 -2.347 0.2898
H 2.231 -1.083 -1.644 0.3025
O -2.737 -1.424 -0.577 -0.5777
H -2.242 -1.425 -1.379 0.2986
H -3.585 -1.690 -0.921 0.2877
O -0.707 1.042 -1.815 -0.5393
H -0.078 1.245 -2.509 0.2413
H -1.461 0.784 -2.350 0.2334
```

Calculated values
Gap between HOMO and LUMO (eV): 8.3170
LUMO energy (eV): -0.7004
Net charge: 0

Calculated values (kcal per mole) of energy above the lowest of the compared OMol25 structures with the same formula, charge and spin for the records, taken in order: 40.0, 44.2, 79.0, 54.9, 95.6, 58.8.
Calculated values (eV) of DFT total energy for the records, taken in order: -42144.3109, -12746.8571, -6250.0037, -149422.2162, -7221.4460, -24959.1449.